{"formula": "C28H85IO13P", "method": "ωB97M-V/def2-TZVPD", "e_tot_ha": -2734.72195, "max_force_ev_per_a": 3.40, "e_homo_ha": -0.1560, "charge": -1, "orbital_gap_ev": 6.009, "symbols": ["C", "P", "I", "C", "C", "C", "O", "H", "H", "H", "H", "H", "H", "H", "H", "H", "H", "H", "H", "H", "C", "C", "O", "H", "H", "H", "H", "H", "H", "C", "C", "O", "H", "H", "H", "H", "H", "H", "C", "C", "O", "H", "H", "H", "H", "H", "H", "C", "C", "O", "H", "H", "H", "H", "H", "H", "C", "C", "O", "H", "H", "H", "H", "H", "H", "C", "C", "O", "H", "H", "H", "H", "H", "H", "C", "C", "O", "H", "H", "H", "H", "H", "H", "C", "C", "O", "H", "H", "H", "H", "H", "H", "C", "C", "O", "H", "H", "H", "H", "H", "H", "C", "C", "O", "H", "H", "H", "H", "H", "H", "C", "C", "O", "H", "H", "H", "H", "H", "H", "C", "C", "O", "H", "H", "H", "H", "H", "H"], "coordinates": [[-3.294, 6.131, 1.722], [-2.264, 4.885, 0.635], [-1.685, 6.689, -0.996], [-1.253, 3.594, -0.345], [-0.569, 2.410, 0.558], [0.169, 2.916, 1.930], [1.156, 1.972, 2.491], [-3.059, 5.845, 2.856], [-2.790, 7.194, 1.530], [-4.437, 6.117, 1.470], [-3.453, 4.583, -0.169], [-2.598, 3.875, 1.624], [-1.098, 5.343, 1.399], [-2.005, 3.098, -1.124], [-0.421, 4.140, -0.976], [0.282, 1.918, -0.118], [-1.318, 1.525, 0.815], [0.703, 3.949, 1.669], [-0.692, 3.190, 2.708], [1.591, 2.446, 3.266], [4.609, 0.619, -0.672], [3.278, 0.583, -1.393], [2.312, -0.086, -0.595], [4.956, -0.397, -0.452], [5.366, 1.127, -1.276], [4.517, 1.138, 0.288], [3.370, 0.044, -2.341], [2.919, 1.595, -1.604], [2.232, 0.405, 0.241], [-2.238, 1.482, 5.039], [-3.665, 1.974, 4.911], [-4.008, 2.115, 3.541], [-1.546, 2.181, 4.559], [-1.956, 1.372, 6.090], [-2.114, 0.516, 4.538], [-3.779, 2.949, 5.394], [-4.365, 1.273, 5.378], [-3.912, 1.242, 3.123], [8.867, 0.976, -3.303], [8.509, 1.576, -1.959], [7.988, 0.571, -1.102], [7.986, 0.519, -3.767], [9.266, 1.738, -3.977], [9.613, 0.183, -3.186], [7.747, 2.353, -2.078], [9.387, 2.024, -1.483], [8.675, -0.109, -0.996], [-2.173, 5.730, 8.537], [-2.075, 4.303, 8.040], [-2.938, 4.116, 6.928], [-3.202, 5.966, 8.829], [-1.516, 5.890, 9.397], [-1.897, 6.436, 7.747], [-2.373, 3.602, 8.825], [-1.052, 4.064, 7.734], [-2.660, 4.737, 6.233], [12.584, -2.763, -4.964], [11.896, -1.769, -4.051], [11.178, -0.818, -4.824], [13.271, -2.249, -5.644], [13.146, -3.500, -4.384], [11.852, -3.287, -5.588], [12.631, -1.232, -3.446], [11.197, -2.274, -3.378], [10.521, -1.304, -5.351], [0.908, -2.575, -1.690], [1.007, -4.003, -2.188], [0.143, -4.189, -3.299], [-0.120, -2.339, -1.399], [1.565, -2.416, -0.830], [1.185, -1.870, -2.481], [0.709, -4.703, -1.402], [2.030, -4.242, -2.494], [0.421, -3.569, -3.994], [5.615, 2.489, -6.684], [5.727, 2.771, -5.200], [6.957, 3.422, -4.922], [6.446, 1.861, -7.021], [4.673, 1.983, -6.915], [5.665, 3.419, -7.260], [5.698, 1.837, -4.630], [4.906, 3.409, -4.859], [6.969, 4.254, -5.426], [-6.813, 5.435, 4.569], [-6.955, 4.316, 5.579], [-6.908, 3.059, 4.920], [-7.612, 5.383, 3.822], [-6.852, 6.411, 5.060], [-5.865, 5.351, 4.027], [-7.913, 4.391, 6.102], [-6.152, 4.353, 6.321], [-6.050, 2.998, 4.465], [-10.909, 4.507, 4.222], [-11.355, 5.940, 4.423], [-10.262, 6.823, 4.219], [-10.100, 4.255, 4.916], [-11.739, 3.814, 4.380], [-10.517, 4.362, 3.210], [-11.726, 6.086, 5.442], [-12.155, 6.204, 3.724], [-9.945, 6.691, 3.308], [-0.521, -8.355, -3.207], [-0.409, -8.074, -1.723], [0.821, -7.422, -1.444], [0.311, -8.983, -3.543], [-1.462, -8.862, -3.438], [-0.470, -7.425, -3.783], [-0.438, -9.007, -1.153], [-1.230, -7.435, -1.382], [0.833, -6.590, -1.949], [-2.416, -7.566, 2.255], [-3.195, -7.380, 0.970], [-2.798, -8.355, 0.017], [-1.341, -7.479, 2.069], [-2.707, -6.819, 2.999], [-2.587, -8.564, 2.672], [-3.004, -6.390, 0.545], [-4.271, -7.479, 1.145], [-2.979, -9.231, 0.400], [-1.354, -8.493, -7.350], [-2.382, -9.539, -7.730], [-2.782, -10.266, -6.578], [-0.478, -8.963, -6.891], [-1.031, -7.926, -8.227], [-1.765, -7.797, -6.612], [-1.960, -10.245, -8.451], [-3.266, -9.075, -8.178], [-3.163, -9.631, -5.948]], "lowdin_charge": [-0.449, -0.009, 0.193, -0.488, -0.241, -0.287, -0.162, 0.020, -0.026, 0.031, -0.060, -0.035, -0.051, 0.083, 0.021, 0.096, 0.110, 0.120, 0.095, 0.097, -0.090, -0.320, -0.112, 0.079, 0.056, 0.078, 0.107, 0.110, 0.078, -0.081, -0.332, -0.095, 0.061, 0.070, 0.076, 0.080, 0.113, 0.093, -0.095, -0.320, -0.098, 0.075, 0.078, 0.050, 0.108, 0.107, 0.086, -0.096, -0.319, -0.108, 0.077, 0.071, 0.076, 0.114, 0.110, 0.101, -0.099, -0.333, -0.100, 0.077, 0.073, 0.073, 0.115, 0.107, 0.094, -0.090, -0.334, -0.096, 0.086, 0.069, 0.073, 0.102, 0.113, 0.088, -0.097, -0.326, -0.098, 0.075, 0.075, 0.072, 0.107, 0.112, 0.088, -0.083, -0.326, -0.093, 0.063, 0.077, 0.068, 0.099, 0.101, 0.054, -0.090, -0.332, -0.094, 0.066, 0.072, 0.078, 0.111, 0.104, 0.087, -0.089, -0.328, -0.092, 0.077, 0.069, 0.069, 0.110, 0.093, 0.048, -0.093, -0.319, -0.111, 0.080, 0.075, 0.071, 0.116, 0.106, 0.094, -0.098, -0.334, -0.094, 0.077, 0.072, 0.072, 0.111, 0.106, 0.085]}